Below is C18H24N2O4 in the gas phase in a non-equilibrium geometry, with properties calculated with ωB97M-V/def2-TZVPD.

XYZ file:
```
48
Properties=species:S:1:pos:R:3
C -6.6531 -1.7827 -0.6308
H -7.6981 -1.5968 -0.8756
H -6.5989 -2.4098 0.2648
H -6.1727 -2.2985 -1.4683
O -6.0914 -0.5131 -0.4108
C -4.7606 -0.4232 -0.0923
C -3.9386 -1.5382 0.0514
C -2.6075 -1.4218 0.3917
C -2.0473 -0.1639 0.6017
C -2.8589 0.9560 0.4500
C -4.2014 0.8549 0.1054
O -4.8356 2.0581 0.0163
C -6.1406 2.1695 -0.5049
H -6.8796 1.6931 0.1423
H -6.3349 3.2412 -0.5503
H -6.2122 1.7455 -1.5088
H -2.4697 1.9510 0.5936
C -0.6539 -0.0308 0.9670
N 0.1235 -1.0350 1.0989
O 1.3804 -0.6463 1.4594
C 1.4660 0.7909 1.5037
C 0.0405 1.2817 1.2367
H -0.4020 1.8058 2.0835
H 0.0308 1.9373 0.3619
H 1.8385 1.0726 2.4965
C 2.4470 1.3324 0.4437
O 2.0888 2.2053 -0.3288
N 3.7021 0.8520 0.4581
C 4.1906 -0.2280 1.2819
H 5.2419 -0.0090 1.4923
C 4.0737 -1.6254 0.6378
H 3.1984 -2.1292 1.0463
H 4.9571 -2.2040 0.9149
C 3.9310 -1.6145 -0.8831
C 5.0316 -0.8473 -1.6209
C 4.6915 0.6292 -1.8106
C 4.6433 1.4081 -0.4982
H 4.3304 2.4351 -0.7030
H 5.6324 1.4222 -0.0322
H 5.4372 1.0990 -2.4553
H 3.7209 0.7153 -2.3022
H 5.9775 -0.9460 -1.0835
H 5.1698 -1.2897 -2.6099
H 3.9317 -2.6551 -1.2146
H 2.9599 -1.1933 -1.1490
H 3.6562 -0.2332 2.2323
H -1.9889 -2.2970 0.5011
H -4.3466 -2.5244 -0.1003
```

Computed properties:
Gap between HOMO and LUMO   8.7 eV
Charge   0
Energy above the lowest of the compared OMol25 structures with the same formula, charge and spin   376.35 kJ/mol
Calculated total energy   -30223.835 eV
LUMO   0.795 eV

=====

Below is a gas-phase ion, C6H13N2S2 (charge +1) in a non-equilibrium geometry, with properties calculated with ωB97M-V/def2-TZVPD.

XYZ file:
```
23
Properties=species:S:1:pos:R:3
C 2.3507 -0.3605 0.7333
C 0.2948 -1.5077 -0.2408
C -2.6977 0.3257 0.5271
C 0.1728 0.7938 -1.8220
C -1.5070 -0.3798 1.1002
C 0.8733 1.1300 -0.5116
N -0.9728 -1.3664 0.1552
N 1.2234 -0.1592 0.0907
S 1.1302 -2.7055 -0.9413
S 3.3724 0.9227 1.0342
H 2.3565 -1.3533 1.1259
H -2.5397 0.5562 -0.5646
H -3.5008 -0.4177 0.5804
H -2.9650 1.3228 0.9677
H 0.6267 -0.0848 -2.3382
H -0.9232 0.5425 -1.5928
H 0.0807 1.7454 -2.4694
H -0.6541 0.2187 1.3073
H -1.7469 -0.8657 2.0326
H 0.2220 1.6428 0.1106
H 1.8006 1.7772 -0.5654
H -1.5874 -2.1269 -0.2095
H 4.5905 0.3496 1.4906
```

Computed properties:
Gap between HOMO and LUMO   8.6 eV
Charge   +1
Energy above the lowest of the compared OMol25 structures with the same formula, charge and spin   223.38 kJ/mol
Calculated total energy   -31075.338 eV
LUMO   -4.211 eV

=====

Below is a molecular structure, C4H19N2SiV in a non-equilibrium geometry, with properties calculated with ωB97M-V/def2-TZVPD.

XYZ file:
```
27
Properties=species:S:1:pos:R:3
C -2.0301 -0.1800 -1.7144
V -0.6095 0.1923 -0.0892
N 1.5017 -0.0888 0.7341
N 0.6570 -0.5956 -1.7270
H 1.6737 -1.0589 1.0195
H -0.6802 0.5625 1.4511
H -2.9856 0.3086 -1.4778
H -2.1344 -1.2797 -1.9238
H -1.5214 0.3787 -2.5302
H 0.8784 -1.5672 -1.5102
H 1.5435 -0.1286 -1.9198
H 0.1379 -0.5936 -2.6238
H 2.2608 0.1248 0.0736
H 1.7473 0.4467 1.5839
C -1.2247 -0.7378 3.2904
Si -1.9054 -0.9499 1.5259
C -1.3892 -2.6929 0.7721
C -3.7867 -0.7211 1.3165
H -0.2566 -1.2673 3.3527
H -1.9262 -1.0861 4.0521
H -1.0574 0.3475 3.4144
H -1.9581 -3.4976 1.2659
H -1.5961 -2.7420 -0.3185
H -0.3093 -2.8753 0.9543
H -4.3697 -1.4040 1.9425
H -4.0372 0.3179 1.5882
H -4.0642 -0.8924 0.2621
```

Computed properties:
Gap between HOMO and LUMO (spin up / spin down)   8.3 / 7.9 eV
Charge   +1
Spin multiplicity   2
Energy above the lowest of the compared OMol25 structures with the same formula, charge and spin   3.62 kJ/mol
Calculated total energy   -40993.197 eV
LUMO (spin up / spin down)   -4.071 / -3.913 eV

=====

Below is C15H18Cl2N2O5 in the gas phase, with properties calculated with ωB97M-V/def2-TZVPD.

XYZ file:
```
42
Properties=species:S:1:pos:R:3
C -6.0437 0.0092 -1.0841
H -7.0926 0.0190 -0.8013
H -5.6233 -0.9919 -0.9730
H -5.9218 0.3288 -2.1206
O -5.3883 0.9202 -0.2079
C -4.0706 1.0366 -0.3521
O -3.4320 0.4213 -1.1693
C -3.5011 2.0397 0.6263
H -3.7589 1.7227 1.6390
H -4.0062 2.9914 0.4483
C -1.9863 2.2091 0.4803
C -1.2383 1.0455 1.1039
O -0.7822 1.0505 2.2332
N -1.0977 -0.0225 0.2940
N -0.4598 -1.1544 0.7990
C -0.0272 -2.1520 -0.0026
O -0.3009 -2.1998 -1.1850
C 0.8501 -3.1573 0.7189
H 0.8648 -4.0826 0.1428
H 0.4500 -3.3602 1.7123
C 2.2707 -2.5921 0.8358
H 2.2336 -1.6002 1.2946
C 2.9570 -2.4699 -0.5337
H 3.4690 -3.3999 -0.7906
H 2.2241 -2.2575 -1.3189
O 3.9823 -1.4956 -0.5193
C 3.6484 -0.1829 -0.4774
C 2.3807 0.3441 -0.7083
C 2.1508 1.7072 -0.6425
C 3.1920 2.5677 -0.3463
C 4.4705 2.0772 -0.1262
C 4.6883 0.7149 -0.1911
Cl 6.2684 0.0886 0.0819
H 5.2873 2.7436 0.0980
Cl 2.9061 4.2662 -0.2518
H 1.1610 2.0946 -0.8215
H 1.5583 -0.3023 -0.9626
H 2.8691 -3.2319 1.4857
H -0.1703 -1.0151 1.7616
H -1.5761 -0.1354 -0.5962
H -1.7305 2.2919 -0.5764
H -1.6746 3.1135 1.0029
```

Computed properties:
Gap between HOMO and LUMO   9.0 eV
Charge   0
Energy above the lowest of the compared OMol25 structures with the same formula, charge and spin   106.10 kJ/mol
Calculated total energy   -54110.222 eV
LUMO   0.559 eV

=====

Below is 3 unconnected molecules or ions with the total composition C5H17N2O3, with properties calculated with ωB97M-V/def2-TZVPD.

XYZ file:
```
27
Properties=species:S:1:pos:R:3
C 0.6517 1.1476 1.7554
O 0.6712 2.5645 1.6601
C -0.5594 0.6610 0.9846
C -0.5998 -0.8478 0.7823
C -1.9581 -1.3544 0.2891
C -2.7842 -1.5423 -1.8901
N -2.2569 -0.7932 -1.0281
N -0.5232 1.3395 -0.3529
H 0.5917 0.8066 2.7860
H 1.5527 0.7375 1.2996
H 0.9010 2.9733 2.5014
H -1.4671 1.0218 1.4675
H 0.1775 -1.1331 0.0728
H -0.3636 -1.3303 1.7304
H -1.9770 -2.4515 0.2879
H -2.7352 -1.0180 0.9804
H -3.0180 -1.1447 -2.8744
H -3.0375 -2.5950 -1.7356
H 0.3624 1.1131 -0.8612
H -1.2871 0.9347 -0.9256
H -0.5980 2.3496 -0.2552
H 2.4481 0.0507 -1.3187
H 2.1078 0.9678 -2.5285
O 1.7182 0.5325 -1.7624
H 4.5009 -0.4191 -0.1644
H 3.8381 -1.7418 -0.5706
O 3.6439 -0.8290 -0.3298
```

Computed properties:
Gap between HOMO and LUMO   11.2 eV
Charge   +1
Energy above the lowest of the compared OMol25 structures with the same formula, charge and spin   41.63 kJ/mol
Calculated total energy   -14577.798 eV
LUMO   -2.379 eV

=====

Below is a molecular structure, C31H47BClN8OS3Ti in a non-equilibrium geometry, with properties calculated with ωB97M-V/def2-TZVPD.

XYZ file:
```
93
Properties=species:S:1:pos:R:3
Ti -0.4733 -0.0682 0.0538
C 4.3041 -0.8624 2.6950
C 4.1522 -0.5648 1.2357
C 5.1658 -0.6964 0.3410
C 4.9673 -0.4100 -1.0329
N 3.7930 -0.0428 -1.4670
N 2.7888 0.0487 -0.5892
B 1.3995 0.4159 -1.1960
N 1.3091 -0.3776 -2.5560
N 1.7065 0.2461 -3.6614
C 1.5716 -0.3764 -4.8061
C 1.0519 -1.6878 -4.8470
C 0.6682 -2.3262 -3.7067
C 0.0758 -3.7004 -3.7030
C 0.7997 -1.5981 -2.4979
S 0.2821 -2.2042 -0.9559
C 1.9992 0.4120 -6.0427
C 1.2683 1.7601 -6.0426
C 3.5109 0.6555 -5.9703
C 1.6643 -0.3440 -7.3289
N 1.3544 1.9388 -1.5398
N 2.4485 2.6680 -1.3223
C 2.4309 3.9138 -1.7157
C 1.3076 4.4334 -2.4082
C 0.1956 3.6793 -2.6189
C -1.0101 4.1855 -3.3536
C 0.2210 2.3602 -2.0813
S -1.1383 1.2813 -2.0154
C 3.6316 4.7842 -1.3816
C 4.0690 5.5647 -2.6302
C 4.7976 3.9333 -0.8835
C 3.2021 5.7644 -0.2803
C 2.8897 -0.1626 0.7139
S 1.4924 0.0305 1.6884
C 6.0464 -0.5835 -2.1015
C 5.6327 -1.7681 -2.9864
C 6.1358 0.6857 -2.9531
C 7.4165 -0.8584 -1.4772
H 5.3194 -1.1818 2.9231
H 3.6059 -1.6448 2.9971
H 4.0663 0.0174 3.2954
H 6.1343 -1.0353 0.6839
H 0.9238 -2.1854 -5.7983
H 0.0040 -4.0959 -4.7145
H -0.9173 -3.6793 -3.2524
H 0.6787 -4.3811 -3.0996
H 1.4857 2.3200 -5.1309
H 0.1860 1.6204 -6.1131
H 1.5914 2.3530 -6.9003
H 3.7714 1.1691 -5.0450
H 3.8273 1.2728 -6.8138
H 4.0669 -0.2852 -6.0106
H 0.5915 -0.5288 -7.4288
H 2.1903 -1.2993 -7.3936
H 1.9752 0.2543 -8.1869
H 1.3273 5.4605 -2.7544
H -1.0506 5.2733 -3.3309
H -1.9290 3.7807 -2.9330
H -0.9697 3.8691 -4.3991
H 4.1891 4.9040 -3.4922
H 5.0296 6.0454 -2.4403
H 3.3614 6.3525 -2.8956
H 5.1113 3.2128 -1.6406
H 4.5365 3.3751 0.0169
H 5.6400 4.5881 -0.6550
H 2.3343 6.3553 -0.5847
H 4.0159 6.4582 -0.0600
H 2.9491 5.2321 0.6396
H 4.6368 -1.6032 -3.4061
H 5.6179 -2.7006 -2.4165
H 6.3400 -1.8855 -3.8101
H 5.1520 1.0015 -3.2965
H 6.7699 0.4994 -3.8216
H 6.5796 1.5047 -2.3831
H 7.4607 -1.8338 -0.9868
H 7.6955 -0.0900 -0.7521
H 8.1755 -0.8577 -2.2611
N -1.3056 1.3129 2.5657
C -1.7023 2.4022 3.2328
C -1.7526 3.4403 2.3286
C -1.3619 2.8721 1.1148
N -1.0823 1.5817 1.2624
H -1.1525 0.3752 2.9139
H -1.9272 2.3588 4.2854
H -2.0415 4.4592 2.5156
H -1.2864 3.3254 0.1407
Cl -2.7339 -0.6506 -0.2116
C -0.5679 -2.8429 2.1274
O -0.9949 -1.4919 1.8595
H -1.1624 -3.5366 1.5368
H -0.6788 -3.0590 3.1870
H 0.4780 -2.9207 1.8441
H -1.9133 -1.5086 1.5165
```

Computed properties:
Gap between HOMO and LUMO (spin up / spin down)   7.2 / 7.2 eV
Charge   +1
Energy above the lowest of the compared OMol25 structures with the same formula, charge and spin   63.05 kJ/mol
Calculated total energy   -115698.535 eV
LUMO (spin up / spin down)   -2.909 / -2.904 eV

=====

Below is C5H10O in the gas phase, with properties calculated with ωB97M-V/def2-TZVPD.

XYZ file:
```
16
Properties=species:S:1:pos:R:3
C -1.5724 1.2120 0.5680
C -1.2191 -0.1873 0.0684
C 0.0985 -0.7292 0.6653
C 1.1292 -0.9837 -0.4096
C 1.8745 0.1164 -1.0203
O 2.4944 -0.7625 -0.0937
H -0.7221 1.8931 0.4470
H -1.8351 1.1958 1.6313
H -2.4201 1.6342 0.0179
H -1.1274 -0.1563 -1.0249
H -2.0493 -0.8682 0.2852
H -0.0705 -1.6554 1.2269
H 0.5222 -0.0067 1.3741
H 0.9637 -1.8728 -1.0231
H 2.2170 0.0371 -2.0505
H 1.7165 1.1336 -0.6619
```

Computed properties:
Gap between HOMO and LUMO   11.3 eV
Charge   0
Energy above the lowest of the compared OMol25 structures with the same formula, charge and spin   135.68 kJ/mol
Calculated total energy   -7393.359 eV
LUMO   1.137 eV

=====

Below is 2 unconnected molecules or ions with the total composition C5H12O in a non-equilibrium geometry, with properties calculated with ωB97M-V/def2-TZVPD.

XYZ file:
```
18
Properties=species:S:1:pos:R:3
C -2.4830 0.2603 0.6239
C -1.3071 0.2720 -0.3473
C -0.1732 1.0890 0.1121
C 1.2768 0.5471 -0.2885
C 2.0822 1.4968 -0.7856
H -3.2618 -0.3137 0.2262
H -2.2413 -0.1204 1.6062
H -2.8572 1.2291 0.8771
H -1.0327 -0.7699 -0.6397
H -1.6584 0.7522 -1.3378
H -0.1354 1.0372 1.2737
H -0.1766 2.1811 -0.1314
H 1.4089 -0.4397 -0.0926
H 1.8685 2.4920 -0.7870
H 3.2727 1.4661 -0.7300
H 0.6330 -3.7599 0.7442
H 0.3910 -2.2242 0.6297
O 0.9269 -2.9402 0.3092
```

Computed properties:
Gap between HOMO and LUMO (spin up / spin down)   2.6 / 10.2 eV
Charge   -1
Spin multiplicity   2
Energy above the lowest of the compared OMol25 structures with the same formula, charge and spin   135.85 kJ/mol
Calculated total energy   -7424.034 eV
LUMO (spin up / spin down)   3.732 / 3.667 eV